Record 1
Computed, not measured: a cluster of 8 separate species, C29H58BrF3O14P2S in total at a distorted geometry, with wB97M-V/def2-TZVPD.

Geometry (Å):
C -1.84 -2.45 -2.10
C -1.25 -1.19 -1.44
C 0.27 -1.17 -1.39
Br 0.82 0.60 -0.85
P 1.22 -2.47 -0.45
C 0.73 -4.22 -0.56
C 2.59 -1.94 0.67
C 3.67 -1.00 0.10
O 4.81 -1.77 -0.30
C 5.63 -1.20 -1.22
O 6.81 -1.17 -1.10
P 2.64 -2.92 -2.22
O 3.73 -3.82 -1.81
O 1.66 -3.58 -3.32
O 3.12 -1.57 -2.89
S -0.30 -2.29 1.41
O -0.46 -0.91 1.84
O -1.51 -3.06 1.17
C 0.44 -3.13 2.96
F 1.37 -4.03 2.63
F -0.53 -3.75 3.61
F 0.98 -2.23 3.75
H -1.14 -2.90 -2.81
H -2.10 -3.20 -1.35
H -2.76 -2.19 -2.62
H -1.72 -0.96 -0.48
H -1.51 -0.34 -2.08
H 0.63 -1.26 -2.41
H 1.59 -4.79 -0.92
H -0.09 -4.31 -1.27
H 0.42 -4.61 0.40
H 3.07 -2.85 1.03
H 2.12 -1.41 1.50
H 3.98 -0.31 0.89
H 3.31 -0.39 -0.73
H 5.12 -0.81 -2.10
H 1.87 -3.32 -4.23
H 3.12 -1.54 -3.88
C -0.14 4.59 -2.37
C -1.35 3.69 -2.37
O -1.26 2.51 -2.67
C -2.66 4.32 -1.98
H 0.75 4.03 -2.67
H -0.29 5.41 -3.07
H 0.02 5.00 -1.38
H -2.90 5.12 -2.67
H -2.59 4.72 -0.97
H -3.45 3.57 -2.01
C -6.36 -0.16 -0.72
C -5.01 0.29 -0.23
O -4.37 1.14 -0.81
C -4.49 -0.38 1.02
H -6.63 0.39 -1.62
H -6.35 -1.23 -0.94
H -7.12 0.01 0.04
H -4.39 -1.45 0.85
H -5.17 -0.21 1.85
H -3.51 0.03 1.26
C -0.11 0.45 7.87
C -0.02 1.07 6.50
O 0.35 2.20 6.33
C -0.43 0.18 5.35
H 0.21 1.16 8.63
H -1.13 0.13 8.09
H 0.53 -0.44 7.93
H -1.47 -0.13 5.47
H 0.20 -0.70 5.32
H -0.34 0.72 4.41
C -3.85 1.55 -4.86
C -4.60 2.85 -5.00
O -4.18 3.87 -4.49
C -5.88 2.83 -5.80
H -2.96 1.70 -4.26
H -4.49 0.81 -4.37
H -3.58 1.17 -5.85
H -6.59 2.13 -5.34
H -5.68 2.50 -6.82
H -6.32 3.83 -5.82
C 5.84 -3.24 -4.25
C 5.00 -3.12 -5.51
O 3.90 -2.60 -5.55
C 5.60 -3.70 -6.76
H 5.33 -2.80 -3.41
H 6.03 -4.29 -4.04
H 6.80 -2.73 -4.40
H 5.79 -4.77 -6.62
H 6.54 -3.21 -6.98
H 4.91 -3.57 -7.60
C 3.66 7.40 -1.31
C 2.62 7.18 -2.39
O 2.53 6.14 -2.98
C 1.69 8.34 -2.67
H 4.26 6.50 -1.20
H 4.31 8.23 -1.58
H 3.18 7.63 -0.36
H 2.27 9.21 -2.98
H 1.14 8.61 -1.76
H 0.99 8.07 -3.45
C -1.43 -2.84 11.96
C -1.34 -2.20 10.59
O -0.98 -1.06 10.45
C -1.75 -3.06 9.42
H -1.11 -2.13 12.71
H -2.45 -3.16 12.16
H -0.78 -3.72 11.99
H -2.78 -3.39 9.53
H -1.12 -3.95 9.37
H -1.65 -2.49 8.49

M ... 861.7 g/mol
SMILES string ... CC[C@@H](Br)P(C)(CCOC=O)(P(=O)(O)O)S(=O)(=O)C(F)(F)F.CC(C)=O.CC(C)=O.CC(C)=O.CC(C)=O.CC(C)=O.CC(C)=O.CC(C)=O
Charge ... 0
Orbital gap ... 9.11 eV
E_HOMO ... -8.751 eV
Maximum force ... 0.034 Eh/bohr

---

Record 2
Computed, not measured: a cluster of 2 separate species, C29H58IN5O2 in total at a distorted geometry, with wB97M-V/def2-TZVPD.

Geometry (Å):
C 1.00 7.23 -0.58
C -0.43 7.46 0.23
C -0.54 6.41 1.52
C -1.66 5.21 1.22
C -1.40 4.00 2.29
C -1.14 2.59 1.47
C -2.58 1.79 1.36
C -2.53 0.42 0.46
C -1.12 -0.45 0.69
C -1.53 -2.03 0.84
C -0.43 -3.07 0.14
C -1.12 -4.56 0.18
C -0.82 -5.48 -1.16
C -0.99 -7.05 -0.75
N 0.12 -7.69 0.04
C -0.43 -9.00 0.54
C -0.64 -10.15 -0.65
N -1.14 -11.39 0.06
C 1.44 -7.80 -0.67
C 2.48 -8.93 0.00
C 2.76 -8.44 1.57
N 4.17 -7.91 1.78
C 1.34 -7.92 -2.31
C 2.67 -8.48 -3.07
C 2.70 -10.10 -3.34
I 2.72 -7.46 -5.05
C 2.31 -6.39 -0.41
O 3.40 -6.05 -1.10
O 1.92 -5.45 0.70
H 0.98 7.76 -1.64
H 1.23 6.09 -0.78
H 1.88 7.69 0.03
H -0.44 8.55 0.66
H -1.32 7.32 -0.52
H -0.84 7.08 2.45
H 0.53 5.99 1.73
H -1.65 4.85 0.11
H -2.73 5.66 1.45
H -2.41 3.85 2.90
H -0.51 4.25 3.02
H -0.65 2.76 0.40
H -0.37 1.98 2.10
H -2.93 1.52 2.45
H -3.35 2.52 0.83
H -2.62 0.68 -0.70
H -3.50 -0.20 0.72
H -0.40 -0.36 -0.23
H -0.55 -0.15 1.67
H -1.62 -2.29 1.99
H -2.57 -2.26 0.35
H 0.52 -3.09 0.87
H -0.11 -2.73 -0.94
H -0.77 -5.20 1.12
H -2.31 -4.42 0.28
H -1.71 -5.23 -1.91
H 0.17 -5.20 -1.72
H -1.95 -7.06 -0.05
H -1.35 -7.67 -1.71
H -1.53 -8.90 1.01
H 0.19 -9.48 1.44
H -1.52 -9.82 -1.39
H 0.31 -10.30 -1.31
H -0.49 -11.72 0.81
H -1.42 -12.15 -0.60
H 3.55 -8.92 -0.49
H 2.08 -10.03 -0.08
H 2.70 -9.45 2.21
H 1.91 -7.75 2.00
H 4.54 -7.52 0.86
H 4.80 -8.75 1.97
H 1.12 -6.84 -2.78
H 0.43 -8.58 -2.69
H 3.70 -8.20 -2.56
H 3.85 -10.39 -3.48
H 2.21 -10.35 -4.39
H 2.31 -10.76 -2.46
C -2.38 14.68 -1.38
C -0.88 14.49 -1.19
N -0.54 13.50 -0.16
C -1.18 13.29 1.05
C -0.50 12.29 1.70
N 0.55 11.93 0.87
C 0.51 12.67 -0.25
C 1.57 10.93 1.16
H -2.84 15.12 -0.50
H -2.57 15.35 -2.23
H -2.87 13.72 -1.58
H -0.41 15.43 -0.91
H -0.44 14.15 -2.14
H -2.05 13.87 1.31
H -0.62 11.80 2.65
H 1.21 12.61 -1.07
H 2.55 11.42 1.20
H 1.56 10.18 0.36
H 1.36 10.44 2.12

M ... 635.7 g/mol
Charge ... 0
Orbital gap ... 2.79 eV
E_HOMO ... -4.971 eV
Maximum force ... 0.148 Eh/bohr

---

The highest E_HOMO belongs to which entry?
C29H58IN5O2